Below is an isolated molecule of C5H5N, with properties calculated with ωB97M-V/def2-TZVPD.

```
11
C5H5N | OMol25 | ωB97M-V/def2-TZVPD
C -0.67 -0.43 -0.86
C 0.20 -1.28 -0.19
C 1.09 -0.64 0.68
N 0.79 0.52 1.27
C -0.18 1.25 0.74
C -0.74 0.91 -0.49
H -1.26 -0.80 -1.70
H 0.24 -2.35 -0.36
H 2.12 -0.96 0.80
H -0.48 2.14 1.29
H -1.13 1.67 -1.16
```

Calculated values
SMILES string = c1ccncc1
LUMO energy = 0.87 eV
Energy above the lowest of the compared OMol25 structures with the same formula, charge and spin = 0.712 eV
Kohn-Sham gap = 10.04 eV

These are the Mulliken partial charges, in e, on atoms 1 to 4: -0.1282 -0.4613 -0.1515 -0.5188

---

Below is a structure of composition C40H57FGe2N3O6PReS3, with properties calculated with ωB97M-V/def2-TZVPD.

```
114
C40H57FGe2N3O6PReS3 | OMol25 | ωB97M-V/def2-TZVPD
Re 0.42 1.63 0.22
F -2.02 -4.81 0.11
C -2.71 -3.67 0.28
C -2.05 -2.49 0.37
C -2.76 -1.30 0.63
C -2.06 -0.04 0.74
O -0.79 -0.03 0.57
C -2.84 1.10 1.03
C -4.20 0.95 1.16
N -4.85 -0.20 1.06
C -6.30 -0.23 1.19
C -6.92 -0.86 2.40
C -6.96 0.63 2.22
C -4.15 -1.37 0.79
C -4.82 -2.60 0.66
C -4.13 -3.77 0.41
N -4.76 -4.99 0.33
C -4.28 -6.08 -0.51
C -5.45 -6.79 -1.18
N -6.36 -7.40 -0.13
C -6.37 -6.61 1.16
C -6.10 -5.14 0.87
C -2.31 2.48 1.30
O -3.05 3.32 1.77
O -1.05 2.72 1.06
H -0.97 -2.47 0.28
H -4.80 1.83 1.38
H -6.80 -0.35 0.23
H -6.24 -1.24 3.15
H -7.83 -1.43 2.27
H -6.34 1.22 2.88
H -7.90 1.10 1.94
H -5.89 -2.61 0.76
H -3.68 -6.80 0.05
H -3.66 -5.70 -1.31
H -5.12 -7.58 -1.83
H -6.06 -6.09 -1.75
H -6.08 -8.36 0.07
H -7.31 -7.46 -0.51
H -5.59 -7.02 1.79
H -7.33 -6.76 1.64
H -6.18 -4.61 1.82
H -6.88 -4.74 0.21
C 4.68 1.93 3.43
Ge 4.57 3.00 1.79
C 3.31 4.48 1.96
C 6.34 3.66 1.30
Ge 4.26 1.25 0.06
C 5.30 1.51 -1.55
C 5.45 2.81 -2.06
C 6.16 3.03 -3.23
C 6.74 1.96 -3.89
C 6.61 0.67 -3.40
C 5.88 0.44 -2.23
C 4.52 -0.51 0.84
C 5.84 -0.94 1.00
C 6.12 -2.12 1.68
C 5.08 -2.88 2.20
C 3.77 -2.46 2.05
C 3.49 -1.28 1.38
H 4.21 2.46 4.25
H 5.73 1.77 3.69
H 4.21 0.95 3.31
H 3.52 4.96 2.92
H 2.28 4.15 1.94
H 3.48 5.21 1.18
H 6.73 4.22 2.15
H 6.30 4.32 0.44
H 7.03 2.84 1.09
H 5.00 3.65 -1.54
H 6.28 4.03 -3.61
H 7.31 2.13 -4.80
H 7.06 -0.16 -3.92
H 5.78 -0.57 -1.86
H 6.66 -0.36 0.60
H 7.14 -2.45 1.79
H 5.30 -3.81 2.71
H 2.96 -3.06 2.45
H 2.45 -0.96 1.29
C 0.07 2.79 4.15
S 0.04 1.24 3.28
C 0.93 0.20 4.42
O 1.11 1.41 2.13
H -0.50 2.66 5.07
H -0.42 3.52 3.51
H 1.10 3.06 4.36
H 0.28 0.01 5.27
H 1.85 0.69 4.73
H 1.15 -0.73 3.90
C 1.73 2.91 -5.78
C 2.00 3.55 -4.45
C 1.02 4.62 -4.06
O 1.99 2.42 -3.44
P 1.51 2.27 -1.99
S 2.21 0.53 -1.14
S 1.61 3.65 -0.59
O -0.09 1.93 -1.95
C -0.86 1.19 -3.01
C -0.61 -0.29 -2.93
C -2.30 1.59 -2.80
H 1.92 3.64 -6.56
H 0.69 2.59 -5.87
H 2.38 2.06 -5.95
H 3.03 3.90 -4.39
H 0.00 4.22 -3.99
H 1.02 5.38 -4.84
H 1.28 5.11 -3.12
H -0.47 1.60 -3.94
H -0.83 -0.67 -1.93
H 0.42 -0.55 -3.18
H -1.27 -0.78 -3.65
H -2.68 1.20 -1.86
H -2.90 1.19 -3.61
H -2.41 2.68 -2.80
```

Calculated values
LUMO energy (alpha / beta) = -6.82 / -7.04 eV
Energy above the lowest of the compared OMol25 structures with the same formula, charge and spin = 0.114 eV
Multiplicity = 3
Net charge = +3
Kohn-Sham gap (alpha / beta) = 7.71 / 7.15 eV

These are the Mulliken partial charges, in e, on atoms 1 to 4: 1.9521 -0.3534 -0.1299 -0.6077

---

Below is an isolated molecule of C7H6BFO2 in a non-equilibrium geometry, with properties calculated with ωB97M-V/def2-TZVPD.

```
17
C7H6BFO2 | OMol25 | ωB97M-V/def2-TZVPD
O 2.29 1.35 -1.75
B 1.52 0.34 -1.24
O 1.66 -1.04 -1.47
C 0.52 -1.67 -0.94
C -0.24 -0.72 -0.10
C -1.20 -1.00 0.84
C -1.67 0.05 1.61
F -2.63 -0.13 2.53
C -1.19 1.35 1.44
C -0.22 1.58 0.48
C 0.27 0.57 -0.29
H 3.01 1.15 -2.38
H -0.07 -2.00 -1.81
H 0.84 -2.52 -0.32
H -1.58 -2.00 0.97
H -1.55 2.14 2.05
H 0.24 2.54 0.39
```

Calculated values
SMILES string = OB1OCc2cc(F)ccc21
LUMO energy = 0.54 eV
Energy above the lowest of the compared OMol25 structures with the same formula, charge and spin = 0.000 eV
Kohn-Sham gap = 9.85 eV

These are the Mulliken partial charges, in e, on atoms 1 to 4: -0.6114 0.6189 -0.4466 -0.3324

---

What is the energy above the lowest of the compared OMol25 structures with the same formula, charge and spin in the second record?
0.114 eV